Density functional theory data (ωB97M-V/def2-TZVPD) for a 4-piece molecular cluster, C24H48BrN4O5 overall in a non-equilibrium geometry.

```
82
Properties=species:S:1:pos:R:3:forces:R:3
C -2.3468 2.5007 1.6079 0.43 -0.04 0.00
C -2.3942 3.0101 0.1784 -0.39 -0.10 0.27
C -3.3061 2.2216 -0.7511 0.57 0.24 -0.19
O -2.6592 1.1424 -1.4494 0.05 -0.49 0.48
C -1.9606 1.5904 -2.5484 -0.13 0.38 -0.12
N -0.9825 0.5812 -2.9480 -0.33 0.26 -0.39
C 0.0570 0.3010 -2.2615 0.56 0.08 0.49
N 0.9006 -0.7080 -2.6889 -0.23 -0.37 -0.17
C 1.2934 -1.5623 -1.5279 0.91 0.74 0.28
C 0.2898 -1.4805 -0.3944 0.00 -0.24 0.09
C -1.0630 -2.1955 -0.6484 0.11 -0.35 -0.34
C -1.3821 -2.5506 -2.0868 -0.42 0.28 -0.04
O -2.1763 -1.9392 -2.7230 0.04 0.00 -0.27
Br -0.5185 -4.0693 -2.9333 0.03 -0.04 0.32
C 0.0867 -0.0180 0.0406 -0.71 -0.17 -0.13
N 0.2940 0.9477 -1.0635 -0.08 0.25 0.13
C 1.6052 1.6286 -1.0220 -0.10 0.36 0.02
C 1.9657 2.3740 -2.3087 0.49 -0.04 0.62
N 2.9060 3.4571 -1.9709 -0.43 -0.70 -0.19
H -1.7959 3.2160 2.2052 0.06 0.14 0.30
H -1.8285 1.5544 1.7186 0.05 -0.25 -0.11
H -3.3307 2.3829 2.0419 -0.31 0.06 0.03
H -2.7921 4.0186 0.2145 -0.08 0.29 -0.05
H -1.3903 3.1004 -0.2196 0.25 -0.07 -0.22
H -4.1051 1.7682 -0.1843 -0.34 -0.11 -0.03
H -3.6992 2.9046 -1.4982 -0.44 0.03 -0.16
H -2.6218 1.7633 -3.3940 -0.07 -0.08 -0.28
H -1.4298 2.5135 -2.3335 0.24 0.16 0.04
H -1.1337 0.0297 -3.7833 -0.19 -0.18 0.01
H 1.7179 -0.2614 -3.0920 0.07 -0.35 -0.42
H 2.2431 -1.1920 -1.1491 0.18 0.00 0.21
H 1.4856 -2.5697 -1.8525 -0.20 -0.30 -0.32
H 0.7632 -1.9743 0.4416 0.12 -0.24 0.26
H -1.1624 -3.0928 -0.0519 0.28 -0.32 0.09
H -1.8761 -1.5518 -0.3441 -0.27 0.22 -0.03
H -0.9417 0.0854 0.3668 -0.12 0.16 0.20
H 0.7255 0.2455 0.8707 0.34 0.14 0.07
H 2.4151 0.9742 -0.7036 0.15 -0.24 -0.07
H 1.5219 2.3969 -0.2651 -0.10 0.11 0.32
H 1.0685 2.7619 -2.7745 -0.25 0.15 -0.14
H 2.4547 1.6861 -2.9966 -0.14 -0.07 -0.38
H 2.6408 4.3111 -2.4362 0.19 0.13 -0.08
H 3.8103 3.1574 -2.2998 0.31 0.48 0.04
C -6.5662 -2.0518 -3.7208 -0.02 0.11 -0.02
C -5.4252 -1.9154 -2.7171 -0.06 -0.10 0.02
C -6.0849 -1.1047 -1.6103 -0.08 0.08 -0.04
O -7.4664 -1.4566 -1.6160 0.08 0.00 -0.05
C -7.7699 -2.2012 -2.8003 0.01 -0.12 0.06
H -6.4514 -2.8893 -4.4066 0.00 -0.02 0.02
H -6.6557 -1.1370 -4.3116 -0.01 -0.01 -0.01
H -5.1381 -2.9014 -2.3428 0.02 0.01 0.00
H -4.5384 -1.4348 -3.1200 0.01 0.02 -0.02
H -6.0011 -0.0281 -1.8040 0.08 0.01 0.00
H -5.6654 -1.3117 -0.6237 -0.05 0.00 0.03
H -7.9276 -3.2476 -2.5198 -0.01 -0.01 -0.06
H -8.6911 -1.8185 -3.2390 -0.02 0.04 0.06
C 3.6349 -2.7791 5.1161 -0.09 0.07 0.07
C 2.4150 -3.6937 5.0437 0.08 -0.08 -0.07
C 1.4766 -2.8881 4.1592 0.03 0.15 -0.02
O 2.3076 -2.1321 3.2654 -0.04 -0.06 0.00
C 3.6760 -2.1924 3.7141 -0.02 -0.11 -0.06
H 4.5543 -3.2970 5.3809 0.01 -0.02 0.00
H 3.4652 -1.9883 5.8499 0.02 0.01 0.00
H 2.6806 -4.6331 4.5543 -0.01 -0.01 0.01
H 1.9813 -3.9268 6.0141 -0.01 0.02 0.02
H 0.8775 -2.1871 4.7498 -0.03 -0.04 0.03
H 0.8003 -3.5188 3.5780 0.02 0.04 -0.04
H 4.2333 -2.8416 3.0298 0.02 -0.03 0.03
H 4.1114 -1.1970 3.6802 -0.08 0.06 -0.07
C 5.0854 3.1441 2.2072 0.11 -0.02 0.05
C 5.1475 2.2998 0.9399 -0.07 -0.04 -0.07
C 5.3737 0.9031 1.5028 0.13 0.01 0.14
O 4.7316 0.8749 2.7818 0.00 0.13 -0.15
C 4.3687 2.2059 3.1674 -0.12 -0.03 -0.04
H 4.5688 4.0937 2.0804 -0.03 -0.01 -0.02
H 6.0952 3.3521 2.5653 0.00 0.01 0.02
H 4.1923 2.3436 0.4144 -0.05 0.06 -0.03
H 5.9294 2.6096 0.2477 0.02 -0.01 0.01
H 6.4391 0.7001 1.6479 0.01 -0.01 -0.08
H 4.9572 0.1142 0.8701 -0.02 -0.02 0.09
H 3.2799 2.3055 3.0827 0.02 0.05 0.03
H 4.6501 2.3670 4.2074 0.00 -0.07 0.02
```
Forces are in eV/Å.

Values from the calculation:
net charge = +1
highest occupied orbital energy = -11.1581 eV
F_max = 1.21 eV/A
total energy = -4112.1944 a.u.
LUMO energy = -3.554 eV

---

Density functional theory data (ωB97M-V/def2-TZVPD) for C24H48CaO52PS12Ti as an isolated structure in a non-equilibrium geometry.

```
139
Properties=species:S:1:pos:R:3:forces:R:3
Ti 2.4852 0.1800 1.4664 -0.84 -0.53 -0.47
Ca -0.4186 -1.1267 -1.5958 -1.10 -2.77 -0.36
P 0.6223 0.7722 -0.4393 -2.31 -0.51 1.17
O 1.3068 1.8167 0.4182 0.55 0.54 -0.40
O 0.7277 0.6845 -1.9508 0.36 2.65 -1.75
O -0.8618 0.4014 -0.0639 -0.62 2.40 -0.24
O 1.1641 -0.6254 -0.1258 3.67 -2.09 2.64
C -2.9637 -1.0920 -6.6799 -0.73 -0.05 -1.74
C -2.8821 0.3612 -6.3699 0.34 1.36 -0.59
O -1.9170 0.4863 -5.3236 1.43 0.01 0.92
S -0.9138 -0.8532 -5.2507 -1.24 2.20 -1.79
O -0.4782 -1.1460 -3.8928 -1.39 0.18 -3.04
O 0.0787 -0.6419 -6.2900 -1.53 -1.08 1.77
O -2.2174 -1.7333 -5.7374 2.68 -2.43 3.37
H -2.4809 -1.3923 -7.6099 -0.60 0.50 -0.54
H -4.0267 -1.3319 -6.6557 0.28 -0.95 0.18
H -3.8153 0.8390 -6.0719 0.11 -0.34 0.61
H -2.6316 0.8570 -7.3078 0.72 0.48 0.28
C 3.5531 3.7652 0.3396 0.80 1.57 -0.95
C 4.3296 3.5005 -0.9792 -1.95 0.48 0.14
O 5.4106 2.7557 -0.6240 2.99 -2.40 1.81
S 5.2461 1.8757 0.7652 1.42 1.41 1.64
O 6.4018 2.0603 1.6780 -3.01 -0.42 -2.65
O 4.8046 0.4914 0.5182 0.03 2.29 0.25
O 4.0055 2.8649 1.3294 0.92 -2.89 -0.48
H 2.4966 3.7736 0.0717 -0.05 -0.45 0.91
H 3.9254 4.6901 0.7802 -0.56 0.55 -0.50
H 4.6504 4.4402 -1.4288 0.04 -0.11 -0.03
H 3.7693 2.8953 -1.6919 -0.44 0.27 0.03
C -3.1537 -6.1672 -2.2614 -0.48 2.19 0.60
C -3.8809 -4.8355 -2.7791 -1.31 -1.67 0.62
O -2.9858 -4.1384 -3.5432 3.52 1.26 -1.29
S -1.4038 -4.5175 -3.2190 0.81 -0.79 -0.98
O -0.9225 -3.8361 -2.0252 -1.02 -0.83 -1.36
O -0.4971 -4.4139 -4.3955 -3.46 -0.76 2.99
O -1.8776 -6.1204 -2.8467 2.05 1.59 -1.09
H -3.6585 -7.1044 -2.4960 0.18 0.22 -0.23
H -3.0334 -6.0223 -1.1878 -0.09 -0.53 0.10
H -4.2449 -4.1892 -1.9805 0.06 -0.29 0.29
H -4.7086 -5.0595 -3.4521 -0.09 -0.12 0.15
C -1.3208 3.8869 0.7220 0.47 -1.34 -1.02
C -1.8556 4.5784 -0.5463 -0.61 -1.29 1.06
O -2.1406 5.8246 -0.0644 -0.47 3.78 1.02
S -2.6380 5.9283 1.4980 -1.19 2.31 -0.92
O -4.1415 5.7531 1.4581 4.91 0.05 0.76
O -2.0571 7.1973 2.0822 -1.84 -4.66 -1.67
O -1.7631 4.5866 1.9000 -1.05 1.13 -0.15
H -0.2354 3.8592 0.6258 0.09 0.32 0.72
H -1.6144 2.8374 0.7449 -0.21 0.00 0.39
H -2.8099 4.1843 -0.8959 0.16 -0.59 -0.28
H -1.1089 4.6246 -1.3391 -0.18 0.14 0.13
C -1.2875 0.9422 3.7056 0.97 2.19 -0.24
C -1.0994 -0.4963 3.7779 2.74 -1.27 -0.28
O -2.2338 -1.0349 4.3317 -4.12 0.14 0.91
S -3.5404 -0.0358 4.0845 -0.32 2.22 2.23
O -4.1225 0.5808 5.3272 2.33 -2.24 -3.52
O -4.4663 -0.6849 3.2009 0.71 0.39 0.18
O -2.6350 1.0995 3.2810 -1.94 -1.10 0.87
H -0.6731 1.4419 2.9566 0.03 -0.28 -0.17
H -1.0479 1.4308 4.6500 -0.60 0.15 0.22
H -0.3369 -0.7834 4.5019 0.45 0.21 -0.32
H -0.8713 -0.9098 2.7956 -0.21 -0.25 -0.15
C -4.4923 0.4449 -0.1606 -0.32 1.60 0.33
C -4.3823 1.4581 -1.3557 0.11 -1.40 1.25
O -4.4219 0.6005 -2.5081 0.57 -0.42 -1.15
S -4.1772 -0.9707 -2.2380 2.04 1.06 2.07
O -2.7427 -1.3730 -2.0090 -4.30 1.43 -1.37
O -4.9571 -1.6612 -3.2267 0.81 0.39 1.57
O -4.8338 -0.8290 -0.7261 0.85 -1.09 -1.17
H -5.2745 0.6787 0.5616 -0.42 -0.06 -0.48
H -3.5983 0.6138 0.4397 0.64 -1.50 -0.28
H -3.4083 1.9439 -1.2958 -0.19 0.12 -0.23
H -5.2270 2.1459 -1.3174 0.14 -0.06 -0.71
C 0.8717 -4.8968 2.7481 1.48 -0.67 -0.33
C 2.1211 -5.9069 2.5083 -1.90 -0.57 1.70
O 2.9559 -5.4360 1.5426 1.11 3.37 -2.79
S 2.2753 -4.1871 0.7068 -2.32 -0.74 -1.17
O 1.3750 -4.7019 -0.3293 2.28 0.85 1.78
O 3.2581 -3.1685 0.4073 -1.25 -1.57 0.99
O 1.2469 -3.7491 1.9201 0.43 -0.45 0.04
H 0.6532 -4.5526 3.7589 1.18 0.38 0.17
H -0.0751 -5.4118 2.5851 0.06 0.29 -1.51
H 1.7956 -6.8549 2.0800 -0.47 -0.27 0.96
H 2.7726 -5.9772 3.3794 -0.54 -0.48 0.32
C 1.7454 4.8936 3.0809 1.42 -0.96 -0.14
C 2.0324 6.3276 3.5207 -0.16 0.31 -0.74
O 2.0960 6.2856 4.9253 -0.44 -1.11 2.00
S 0.9914 5.2353 5.5066 -1.47 -0.63 1.03
O -0.3165 5.8985 5.6044 2.80 -1.31 -0.23
O 1.4800 4.4646 6.6775 -0.81 2.15 -3.49
O 0.9936 4.3046 4.1266 -1.08 0.59 1.78
H 2.5990 4.2175 3.0321 0.82 0.59 0.14
H 1.3439 4.7200 2.0825 -1.00 0.61 0.29
H 1.2283 7.0120 3.2501 -0.08 -0.06 -0.27
H 2.9931 6.7479 3.2233 -0.11 -0.27 -0.33
C 0.8497 3.6004 -2.9052 -0.18 -1.75 1.08
C 1.8907 3.2248 -3.9231 0.30 -1.46 0.17
O 1.7037 4.1775 -4.9561 0.87 0.78 -0.06
S 1.4746 5.6123 -4.2811 -1.86 2.62 -1.85
O 0.5187 6.3414 -5.1604 2.56 -1.99 2.61
O 2.7150 6.3052 -3.9114 -2.39 -2.01 -0.15
O 0.6397 4.9742 -2.9833 1.26 2.57 -1.36
H 1.2272 3.3569 -1.9121 -0.25 -0.13 0.10
H -0.1073 3.1024 -3.0610 0.11 -0.15 -0.07
H 1.8201 2.2091 -4.3123 -0.81 0.21 -0.29
H 2.8861 3.1588 -3.4837 0.29 1.06 -0.20
C 3.4389 -1.3808 -2.2340 2.00 -0.84 -2.43
C 4.7517 -2.1053 -2.7052 0.95 0.22 1.39
O 4.4695 -3.3667 -3.3063 -2.16 -0.78 -1.69
S 2.8495 -3.6317 -3.5220 0.44 -1.44 1.20
O 2.5129 -5.0624 -3.1915 1.39 4.89 -0.02
O 2.3221 -3.1706 -4.7672 0.60 0.16 0.39
O 2.5289 -2.4223 -2.4078 -3.01 -2.35 0.58
H 3.2020 -0.6355 -2.9932 -0.08 0.31 0.15
H 3.5110 -0.8932 -1.2619 -0.46 -0.80 0.19
H 5.3759 -2.5212 -1.9143 0.08 1.10 0.58
H 5.3376 -1.4279 -3.3263 -0.02 -0.41 -0.38
C 4.0359 -2.0311 3.4405 2.09 -1.79 -0.12
C 4.9151 -1.3821 4.5248 0.43 -0.26 -1.56
O 4.1721 -0.2845 4.9037 -1.39 2.75 2.17
S 2.5891 -0.4018 4.6653 0.58 0.02 3.08
O 1.9927 0.9101 4.4367 1.27 -2.52 -0.18
O 2.0978 -1.2605 5.7612 0.40 1.35 -3.02
O 2.9629 -1.1727 3.2761 -2.92 0.52 -0.89
H 3.7563 -3.0588 3.6725 -0.51 0.16 0.19
H 4.6079 -2.0769 2.5137 -0.41 0.14 -0.14
H 5.7284 -0.8932 3.9883 0.66 -0.61 0.50
H 5.1992 -2.0494 5.3384 -0.03 0.23 -0.01
C -4.9573 -3.6693 2.2140 0.24 0.83 0.36
C -3.8770 -3.7220 3.2511 -2.82 -0.74 2.43
O -2.6914 -3.4957 2.6526 3.61 0.97 -2.57
S -2.6508 -4.0275 1.0588 -1.32 1.43 0.41
O -1.8939 -5.2888 0.9667 -1.93 2.98 0.04
O -2.4326 -2.8939 0.1068 -0.27 -3.46 3.14
O -4.2887 -4.2861 1.1638 1.59 -2.14 -3.43
H -5.2468 -2.6827 1.8523 0.10 0.25 0.53
H -5.8484 -4.1977 2.5526 0.18 -0.40 -0.42
H -3.8295 -4.7039 3.7219 -0.30 -0.40 -0.14
H -4.1857 -3.0685 4.0670 0.96 0.65 -0.14
```
Forces are in eV/Å.

Values from the calculation:
spin multiplicity = 4
<S²> = 3.75
highest occupied orbital energy (spin up / spin down) = -4.6767 / -8.5931 eV
F_max = 5.28 eV/A
total energy = -11502.0674 a.u.
LUMO energy (spin up / spin down) = -0.083 / -0.170 eV